{
  "formula": "C3H5MnO4",
  "method": "ωB97M-V/def2-TZVPD",
  "e_tot_ev": -42695.218,
  "e_above_lowest_kj_mol": 64.6,
  "charge": 1,
  "homo_lumo_gap_ha": [0.339, 0.357],
  "homo_ev": [-13.841, -14.836],
  "s2": 8.76,
  "lumo_energy_ev": [-4.6229, -5.1154],
  "spin_multiplicity": 6,
  "species": ["O", "C", "C", "O", "O", "C", "Mn", "H", "H", "H", "H", "O", "H"],
  "coordinates": [[-0.3660, 0.7186, 0.5075], [-0.5123, -0.0021, -0.5781], [-0.0769, -0.1326, 1.6343], [-1.0726, 0.4509, -1.5851], [-0.4189, -1.2905, -0.3617], [-0.1299, -1.5400, 1.0295], [-0.5411, 1.8774, -2.6363], [-0.8491, 0.0458, 2.3891], [0.9076, 0.1368, 2.0282], [-0.9316, -2.1605, 1.4404], [0.8261, -2.0704, 1.0805], [1.2048, 2.2672, -2.3977], [1.9599, 1.6993, -2.5506]],
  "forces_ev_per_a": [[0.5, 0.4, -0.7], [-2.6, -0.8, 1.8], [0.2, -0.1, 0.5], [0.2, -1.5, 0.7], [0.4, 0.3, -0.8], [0.4, -0.3, 0.4], [0.5, 1.6, -1.2], [0.2, 0.0, -0.2], [-0.3, 0.0, -0.1], [0.2, 0.1, -0.2], [-0.3, 0.1, 0.0], [0.2, 0.2, -0.1], [0.2, 0.1, -0.1]]
}